(1)
# C43H39F2N6O2S2Zr

A structure of composition C43H39F2N6O2S2Zr (ωB97M-V/def2-TZVPD, the OMol25 dataset).

Geometry (Å):
Zr: -0.30848 0.48010 -0.03311
C: -2.20209 1.86887 1.02598
C: -2.69168 1.91629 -0.32184
C: -3.78085 1.04602 -0.39713
C: -4.00061 0.47976 0.87544
C: -3.04176 0.98188 1.74763
H: -1.50026 2.55020 1.49401
H: -2.33175 2.55470 -1.11542
H: -4.33009 0.81835 -1.30017
H: -4.73855 -0.27410 1.11387
H: -2.91036 0.69798 2.78058
C: -1.36332 8.88843 -0.14219
C: -0.78222 7.51074 -0.30473
C: -1.39441 6.40100 0.26865
C: -0.86492 5.12908 0.11444
C: 0.29777 4.95756 -0.61843
C: 0.92384 6.05084 -1.20064
C: 0.38335 7.31665 -1.04125
S: 0.98477 3.33381 -0.88190
O: 0.00151 2.58898 -1.65685
O: 2.28358 3.56743 -1.46372
N: 1.00604 2.52610 0.47272
C: 2.04727 2.63478 1.37482
C: 2.68804 3.78762 1.76983
C: 3.71007 3.74285 2.73838
C: 4.10077 2.56903 3.32112
C: 3.47784 1.36028 2.92943
C: 3.82195 0.08911 3.44349
C: 3.18085 -1.02213 2.97738
C: 2.18101 -0.88142 1.99258
N: 1.83474 0.28143 1.49757
C: 2.46136 1.39724 1.95578
H: -2.26213 8.86670 0.47306
H: -1.62926 9.31950 -1.10915
H: -0.64846 9.56479 0.33060
H: -2.30607 6.52772 0.84035
H: -1.37035 4.27634 0.54484
H: 1.83467 5.89940 -1.76355
H: 0.87904 8.16536 -1.49941
H: 2.40238 4.74283 1.34810
H: 4.18555 4.67211 3.02851
H: 4.88059 2.54720 4.07240
H: 4.59416 0.01830 4.20151
H: 3.40954 -2.01225 3.34864
H: 1.65413 -1.74305 1.60708
F: -3.82942 -2.76958 -3.09413
C: -2.61348 -2.16275 -3.05717
C: -2.29039 -1.34683 -1.99851
C: -1.03322 -0.74083 -1.93880
C: -0.12787 -0.98544 -2.98673
C: -0.51024 -1.82065 -4.03552
F: 0.34511 -2.10605 -5.05884
C: -1.74524 -2.42368 -4.10195
C: 1.22935 -0.42215 -2.85158
C: 2.14314 -0.30084 -3.89983
C: 3.41000 0.18859 -3.65377
C: 3.75582 0.55673 -2.36707
C: 2.78915 0.45052 -1.38683
N: 1.55856 -0.01637 -1.60802
H: -3.01642 -1.19840 -1.20970
H: -2.01101 -3.07524 -4.92119
H: 1.85212 -0.58513 -4.89654
H: 4.11742 0.28589 -4.46829
H: 4.73010 0.95213 -2.11812
H: 3.00498 0.76547 -0.38042
S: 2.41350 -3.12779 -0.79216
C: 2.89960 -4.48966 -0.01032
N: 3.97743 -4.61656 0.81779
C: 4.18356 -5.99908 1.21207
C: 2.76837 -6.56120 1.03163
N: 2.26122 -5.69649 -0.02109
H: 4.71659 -3.94141 0.72846
H: 4.52966 -6.07962 2.24144
H: 4.89453 -6.51048 0.55410
H: 2.18586 -6.46017 1.95299
H: 2.77785 -7.60724 0.72899
H: 1.29259 -5.68843 -0.29637
C: -0.49973 -0.11302 3.86978
C: -0.85015 -1.51094 3.42904
C: -1.12511 -2.46011 4.40557
C: -1.42630 -3.77397 4.08323
C: -1.45145 -4.14003 2.74458
C: -1.18887 -3.22866 1.73287
C: -1.22980 -3.67418 0.29908
C: -0.89123 -1.87572 2.05244
N: -0.61147 -0.96986 1.08120
H: 0.51506 -0.06700 4.27881
H: -1.18270 0.22435 4.65356
H: -0.55972 0.59544 3.04774
H: -1.10119 -2.15292 5.44729
H: -1.63767 -4.49950 4.85962
H: -1.68426 -5.16497 2.46869
H: -0.85513 -4.69849 0.20479
H: -0.63016 -3.02430 -0.33370
H: -2.25065 -3.66259 -0.09272

Output
HOMO: -3.89 eV
Net charge: -1

(2)
# C10H23AlB3NO10

A structure of composition C10H23AlB3NO10 in a non-equilibrium geometry (ωB97M-V/def2-TZVPD, the OMol25 dataset).

Geometry (Å):
Al: 1.02614 -0.58574 -0.25598
B: 3.68408 -1.54450 0.49034
H: 3.15544 -1.15860 1.42493
H: 3.99778 -0.70618 -0.21292
H: 4.61695 -2.15453 0.72141
H: 2.96189 -2.27022 -0.05147
B: -0.50534 0.22128 -2.74254
H: -0.98061 0.20399 -3.77643
H: 0.48183 -0.37605 -2.86721
H: -0.13247 1.21608 -2.34305
H: -1.15624 -0.28317 -1.94651
O: -1.63062 -1.53947 -0.03885
C: -2.77504 -1.93347 -0.10430
O: -3.75246 -1.43480 -0.81873
B: -5.04280 -2.06760 -0.42747
O: -4.58889 -3.20846 0.40287
C: -3.32139 -3.05798 0.67809
O: -2.63907 -3.67878 1.46611
O: -5.84459 -2.53376 -1.57117
C: -7.05166 -2.01332 -1.52649
O: -7.93175 -2.12934 -2.33343
C: -7.09564 -1.09396 -0.31026
O: -5.95302 -1.20632 0.33632
O: -8.06730 -0.48411 0.06824
C: -0.45630 -0.31150 3.31211
O: 0.64542 0.06972 2.46189
C: 1.39232 1.15196 3.01685
C: 2.65694 1.53455 2.23886
N: 2.34120 1.82814 0.86187
C: 3.49919 2.22669 0.08920
C: 3.08246 2.52431 -1.33944
O: 2.52577 1.33457 -1.87668
C: 2.42072 1.36264 -3.29600
H: -1.10345 -0.98095 2.74973
H: -0.99975 0.54194 3.71636
H: -0.01958 -0.87416 4.13944
H: 1.68509 0.72494 3.97959
H: 0.75726 2.02576 3.18459
H: 3.40118 0.75754 2.42152
H: 3.15204 2.36831 2.74954
H: 1.69078 2.59966 0.98241
H: 4.27656 1.46331 0.08550
H: 3.97571 3.12372 0.49799
H: 3.96159 2.89970 -1.87056
H: 2.38512 3.36588 -1.40982
H: 3.32229 1.82362 -3.70630
H: 1.56079 1.93679 -3.64057
H: 2.39142 0.32190 -3.60962

Output
HOMO: -9.14 eV

(3)
# C3H3IN2S

The molecule C3H3IN2S in a non-equilibrium geometry (ωB97M-V/def2-TZVPD, the OMol25 dataset).

Geometry (Å):
C: -1.48215 -0.28657 0.30423
C: -0.09974 -0.18760 -0.16925
C: 0.17581 0.15240 -1.49355
N: 0.44464 0.57511 -2.51708
N: 0.90162 -0.33111 0.66270
S: 2.41204 -0.31102 0.17743
I: 3.18350 1.18943 1.84480
H: -1.49831 0.59010 0.90417
H: -2.13327 -0.21454 -0.54886
H: -1.90413 -1.17620 0.83541

Output
HOMO: -8.66 eV
ΔE to the lowest compared entry with this formula, charge and spin: 1.171 eV
SMILES: C/C(C#N)=N/SI

(4)
# C23H40F4IIrN3OP

A structure of composition C23H40F4IIrN3OP (ωB97M-V/def2-TZVPD, the OMol25 dataset).

Geometry (Å):
Ir: -0.10196 -0.07612 -0.93242
C: -2.96501 -2.06074 -0.34457
C: -3.26332 -0.71257 -0.95705
N: -2.09437 0.02556 -1.56663
C: -2.05879 -0.31401 -3.04927
C: -2.02004 -1.78338 -3.41031
C: -2.41220 1.49567 -1.47347
C: -1.30072 2.32705 -2.09407
N: -0.05754 1.62238 -1.77787
C: 1.20733 2.15658 -2.03574
C: 2.32647 1.41866 -1.64805
F: 2.09721 0.16049 -1.06952
C: 3.62447 1.84654 -1.79223
F: 4.60881 1.06131 -1.36983
C: 3.87440 3.07254 -2.37689
C: 2.78861 3.82373 -2.78834
F: 2.98078 5.00121 -3.35656
C: 1.47830 3.39288 -2.62196
F: 0.48256 4.17888 -3.03187
H: -3.85342 -2.39023 0.19534
H: -2.15288 -1.98310 0.37039
H: -2.71599 -2.82374 -1.07506
H: -3.69784 -0.05739 -0.21140
H: -4.01078 -0.79186 -1.75074
H: -1.19947 0.20118 -3.47586
H: -2.95641 0.14182 -3.47536
H: -1.20742 -2.31230 -2.91836
H: -1.87474 -1.85332 -4.48848
H: -2.95307 -2.29261 -3.18279
H: -2.49751 1.72289 -0.41178
H: -3.37401 1.68147 -1.95551
H: -1.32595 3.33258 -1.67160
H: -1.40163 2.42489 -3.17657
H: 4.88512 3.42766 -2.52060
C: -2.47196 -0.10536 2.36618
C: -1.12066 0.51894 2.65837
C: -0.74421 0.27836 4.13006
P: 0.23426 0.13626 1.44645
C: 1.18496 -1.36102 1.96607
C: 2.30178 -1.22076 3.00162
C: 0.22208 -2.48364 2.37371
C: 1.27719 1.67842 1.52074
C: 1.80466 2.05674 2.91954
C: 0.54077 2.92559 1.01944
H: -3.21358 0.31432 3.04651
H: -2.46576 -1.18582 2.50854
H: -2.78334 0.11676 1.35571
H: -1.22191 1.60093 2.53125
H: -0.69524 -0.77609 4.38038
H: -1.53604 0.71114 4.74340
H: 0.18781 0.74306 4.42706
H: 1.67201 -1.65593 1.03203
H: 1.94299 -0.88228 3.97120
H: 3.10231 -0.56582 2.66479
H: 2.73704 -2.21175 3.14087
H: -0.28590 -2.27207 3.30825
H: 0.81108 -3.38767 2.54130
H: -0.52371 -2.69296 1.61351
H: 2.13966 1.46732 0.88515
H: 1.00090 2.45511 3.53524
H: 2.52750 2.86267 2.78772
H: 2.29711 1.25808 3.45541
H: -0.23418 3.22616 1.72506
H: 0.08436 2.82322 0.04350
H: 1.25396 3.74991 0.97715
N: 1.29868 -3.13042 -2.42003
C: 0.82601 -3.16448 -1.17407
O: 0.13829 -2.23785 -0.70380
C: 1.12990 -4.40304 -0.38763
I: 3.10827 -4.26708 0.40957
H: 1.18281 -2.30634 -2.98712
H: 1.87716 -3.87300 -2.78015
H: 1.12387 -5.28697 -1.01842
H: 0.43008 -4.51720 0.43045

Output
HOMO (spin up / spin down): -13.97 / -13.96 eV
Net charge: +2

(5)
# C21H31F5P2Pb

A structure of composition C21H31F5P2Pb in a non-equilibrium geometry (ωB97M-V/def2-TZVPD, the OMol25 dataset).

Geometry (Å):
P: 0.20984 -1.68651 -1.96484
P: -0.09577 1.78503 -1.80669
C: -0.17368 -0.61242 -3.41672
C: 0.37314 0.84513 -3.34449
H: -1.27937 -0.58916 -3.49017
H: 0.24138 -1.13143 -4.30058
H: 1.48157 0.83152 -3.35912
H: 0.00066 1.43601 -4.20329
C: -1.78446 2.39838 -1.99708
H: -2.03501 3.00728 -1.11114
H: -2.49889 1.55698 -2.03930
H: -1.85754 3.00944 -2.91084
C: 1.01750 3.17420 -1.57275
H: 1.01883 3.81059 -2.46719
H: 2.03488 2.80756 -1.36736
H: 0.69817 3.75718 -0.69634
C: -0.92901 -3.06312 -1.88155
H: -0.65832 -3.69201 -1.01898
H: -0.86894 -3.63866 -2.81560
H: -1.95592 -2.70208 -1.70609
C: 1.91884 -2.25755 -2.06723
H: 2.62600 -1.41133 -1.99509
H: 2.05741 -2.78602 -3.02212
H: 2.12772 -2.93589 -1.22168
Pb: 0.05755 -0.09703 0.15730
C: 0.56871 1.73165 -7.22681
C: -0.75957 1.79950 -6.95641
C: -1.84792 0.99959 -7.59439
C: -1.42638 -0.31274 -8.28383
C: -0.75705 -1.27674 -7.35829
C: 0.56118 -1.36486 -7.04034
C: 1.67140 -0.52362 -7.57815
C: 1.27498 0.83377 -8.19150
C: 0.04309 -1.68980 1.67116
H: 1.24481 2.44497 -6.75361
H: -1.12369 2.57724 -6.28755
H: -2.40419 1.60639 -8.32918
H: -2.57870 0.75246 -6.80922
H: -2.36127 -0.80820 -8.58876
H: -0.87433 -0.10522 -9.20724
H: -1.44977 -2.01934 -6.96201
H: 0.89767 -2.18932 -6.41514
H: 2.25583 -1.07937 -8.33130
H: 2.37220 -0.33184 -6.75098
H: 2.22009 1.34784 -8.42569
H: 0.75932 0.69158 -9.14777
H: 0.72215 -1.31876 2.44810
H: 0.38784 -2.61556 1.19622
H: -0.98046 -1.75331 2.05570
F: -2.39206 0.61037 2.19270
C: -1.38733 1.48749 2.51114
C: -0.24282 1.54165 1.72993
C: 0.83574 2.33124 2.09420
F: 2.00218 2.27064 1.36918
C: 0.75107 3.19764 3.20175
F: 1.76058 4.05124 3.50310
C: -0.44268 3.16614 3.95182
F: -0.55928 3.99702 5.01129
C: -1.52020 2.30732 3.65017
F: -2.64390 2.27881 4.40498

Output
HOMO (spin up / spin down): -5.58 / -4.60 eV
ΔE to the lowest compared entry with this formula, charge and spin: 1.506 eV

(6)
# C5H10N4O2S

The molecule C5H10N4O2S in a non-equilibrium geometry (ωB97M-V/def2-TZVPD, the OMol25 dataset).

Geometry (Å):
C: 0.39859 0.05903 1.74931
C: -0.03266 1.49896 1.30082
C: 1.00532 -1.06140 -0.30316
C: -1.26885 -1.23207 0.46504
C: 0.79421 1.31420 -1.05252
N: 0.12273 -1.00775 0.83887
N: 0.01706 1.87832 -0.03169
N: 0.68866 -0.09217 -1.32126
N: -1.74168 -0.34114 -0.53872
O: -0.79111 -1.84804 -2.33770
O: -1.26381 0.51291 -2.85095
S: -0.91200 -0.48685 -1.90338
H: 1.47658 0.04561 1.93505
H: -0.11802 -0.14941 2.69011
H: -1.06071 1.71427 1.62523
H: 0.61101 2.18988 1.87163
H: 2.03728 -0.92367 0.03658
H: 0.89944 -2.03639 -0.78498
H: -1.32836 -2.27088 0.10533
H: -1.89642 -1.11158 1.35253
H: 0.50324 1.80695 -1.98708
H: 1.85949 1.54123 -0.85906

Output
HOMO (spin up / spin down): -8.85 / -8.86 eV
ΔE to the lowest compared entry with this formula, charge and spin: 3.809 eV

(7)
# C7H11O

A structure of composition C7H11O in a non-equilibrium geometry (ωB97M-V/def2-TZVPD, the OMol25 dataset).

Geometry (Å):
C: 0.04883 1.95278 2.21792
O: 0.96416 2.25096 3.12518
C: 0.28854 0.71078 1.31439
C: -0.85122 0.33180 0.30649
C: -0.64578 -0.88112 -0.54744
C: 0.39661 -1.04157 -1.42043
C: 0.40005 -2.25706 -2.28758
C: -0.31699 -1.57425 -3.21649
H: -0.96611 1.76417 2.71282
H: -0.16120 2.87143 1.53522
H: 0.35332 -0.15337 1.97121
H: 1.29438 0.77994 0.82164
H: -0.94913 1.21861 -0.33825
H: -1.73521 0.22844 0.92711
H: -1.31649 -1.71999 -0.43111
H: 1.28085 -0.41189 -1.35986
H: 0.41849 -3.24802 -1.86209
H: -0.08611 -0.70690 -3.82124
H: -1.37973 -1.82257 -3.32511

Output
HOMO: -2.17 eV
Net charge: -1
ΔE to the lowest compared entry with this formula, charge and spin: 3.269 eV

(8)
# C5H12N3O

A cluster of 2 separate species, C5H12N3O in total in a non-equilibrium geometry (ωB97M-V/def2-TZVPD, the OMol25 dataset).

Geometry (Å):
C: -0.36303 -0.79624 0.30972
C: -1.33424 0.34625 0.68490
C: -0.83243 -1.86427 -0.29132
C: -0.80723 1.39619 1.59775
C: 1.14710 -0.89090 -2.15233
N: 2.04932 -1.55695 -1.68771
N: 0.39592 0.08317 -2.33200
N: 0.49898 1.87428 1.06963
O: 0.91659 -0.60455 0.61469
H: -1.63783 0.66660 -0.31736
H: -2.24783 -0.19558 1.00823
H: -0.22960 -2.75554 -0.49699
H: -1.82312 -2.07314 -0.56073
H: -1.39282 2.35687 1.59130
H: -0.48370 1.01963 2.63595
H: 2.81748 -2.07854 -1.94088
H: 1.59565 -1.13587 0.00977
H: 0.24621 2.51469 0.22969
H: -0.60499 0.19536 -2.53353
H: 1.02747 2.41176 1.79952
H: 1.06210 1.08677 0.76172

Output
HOMO: -12.40 eV
Net charge: +1
ΔE to the lowest compared entry with this formula, charge and spin: 3.373 eV

(9)
# C20H21CuFIN6O4S

A structure of composition C20H21CuFIN6O4S (ωB97M-V/def2-TZVPD, the OMol25 dataset).

Geometry (Å):
Cu: 1.38060 -2.58257 0.08503
F: -1.65208 0.76134 2.79948
C: -0.68075 0.86926 1.86135
C: 0.60587 0.52384 2.16281
C: 1.58555 0.58304 1.16935
C: 2.84658 -0.16085 1.40834
O: 3.19427 -0.49992 2.52915
C: 3.52175 -0.53439 0.17772
C: 3.26881 0.16379 -0.94760
N: 2.25495 1.07902 -1.08502
C: 2.28223 1.89282 -2.28060
C: 1.45703 3.11590 -2.49600
C: 1.23384 1.88747 -3.35464
C: 1.27759 1.09765 -0.09750
C: -0.05806 1.39182 -0.38412
C: -1.04808 1.23040 0.56306
N: -2.39184 1.20749 0.14233
C: -3.10702 2.37502 -0.28113
C: -3.70187 2.06967 -1.67410
N: -3.78169 0.58477 -1.82773
C: -4.30121 -0.06388 -0.59141
C: -3.21660 0.07733 0.49104
C: 4.32665 -1.82002 0.06468
O: 5.45845 -1.81061 -0.38745
O: 3.61611 -2.83819 0.40639
H: 0.87429 0.13267 3.13587
H: 3.85984 -0.01508 -1.83796
H: 3.29953 1.96623 -2.63742
H: 1.94608 3.97727 -2.92763
H: 0.70379 3.35591 -1.76120
H: 1.58187 1.90682 -4.37791
H: 0.33480 1.30817 -3.19945
H: -0.37866 1.57393 -1.39750
H: -2.42378 3.21797 -0.35549
H: -3.90170 2.65600 0.42420
H: -3.06082 2.43634 -2.47430
H: -4.70241 2.48292 -1.80219
H: -2.81948 0.14986 -2.00205
H: -4.36354 0.34654 -2.62687
H: -4.50485 -1.10770 -0.81665
H: -5.23436 0.42932 -0.31983
H: -2.58350 -0.80981 0.49163
H: -3.69865 0.16165 1.47215
O: -1.55170 -0.77182 -2.15161
S: -0.38668 -1.65473 -2.54645
N: 0.57069 -2.13188 -1.56369
I: -0.16744 -3.70461 5.94493
C: 0.81712 -3.46541 4.15383
C: 2.18121 -3.51311 3.92887
N: 2.36252 -3.30344 2.62621
N: 1.20588 -3.10521 1.98767
C: 0.24909 -3.20450 2.90414
H: 3.00666 -3.66426 4.60204
H: 3.20122 -3.16428 2.03390
H: -0.78809 -3.08593 2.63936

Output
HOMO: -7.48 eV
ΔE to the lowest compared entry with this formula, charge and spin: 0.000 eV

Please write out number 2 again, unchanged.
# C10H23AlB3NO10

A structure of composition C10H23AlB3NO10 in a non-equilibrium geometry (ωB97M-V/def2-TZVPD, the OMol25 dataset).

Geometry (Å):
Al: 1.02614 -0.58574 -0.25598
B: 3.68408 -1.54450 0.49034
H: 3.15544 -1.15860 1.42493
H: 3.99778 -0.70618 -0.21292
H: 4.61695 -2.15453 0.72141
H: 2.96189 -2.27022 -0.05147
B: -0.50534 0.22128 -2.74254
H: -0.98061 0.20399 -3.77643
H: 0.48183 -0.37605 -2.86721
H: -0.13247 1.21608 -2.34305
H: -1.15624 -0.28317 -1.94651
O: -1.63062 -1.53947 -0.03885
C: -2.77504 -1.93347 -0.10430
O: -3.75246 -1.43480 -0.81873
B: -5.04280 -2.06760 -0.42747
O: -4.58889 -3.20846 0.40287
C: -3.32139 -3.05798 0.67809
O: -2.63907 -3.67878 1.46611
O: -5.84459 -2.53376 -1.57117
C: -7.05166 -2.01332 -1.52649
O: -7.93175 -2.12934 -2.33343
C: -7.09564 -1.09396 -0.31026
O: -5.95302 -1.20632 0.33632
O: -8.06730 -0.48411 0.06824
C: -0.45630 -0.31150 3.31211
O: 0.64542 0.06972 2.46189
C: 1.39232 1.15196 3.01685
C: 2.65694 1.53455 2.23886
N: 2.34120 1.82814 0.86187
C: 3.49919 2.22669 0.08920
C: 3.08246 2.52431 -1.33944
O: 2.52577 1.33457 -1.87668
C: 2.42072 1.36264 -3.29600
H: -1.10345 -0.98095 2.74973
H: -0.99975 0.54194 3.71636
H: -0.01958 -0.87416 4.13944
H: 1.68509 0.72494 3.97959
H: 0.75726 2.02576 3.18459
H: 3.40118 0.75754 2.42152
H: 3.15204 2.36831 2.74954
H: 1.69078 2.59966 0.98241
H: 4.27656 1.46331 0.08550
H: 3.97571 3.12372 0.49799
H: 3.96159 2.89970 -1.87056
H: 2.38512 3.36588 -1.40982
H: 3.32229 1.82362 -3.70630
H: 1.56079 1.93679 -3.64057
H: 2.39142 0.32190 -3.60962

Output
HOMO: -9.14 eV